No. 1
DFT (the ωB97M-V functional and the def2-TZVPD basis) results for a cluster of 2 separate species, C5H14 in total at a distorted geometry.

Last column: natural (NBO) charge in e.
Geometry (Å):
C -1.955 0.249 0.569  -0.619
C -1.411 1.102 -0.614  -0.397
C -2.364 1.190 -1.811  -0.610
H -2.982 -0.054 0.360  0.199
H -1.353 -0.642 0.663  0.214
H -2.109 0.935 1.400  0.215
H -0.510 0.580 -0.961  0.190
H -1.041 2.057 -0.244  0.197
H -2.402 0.200 -2.282  0.200
H -2.182 1.919 -2.590  0.215
H -3.368 1.229 -1.370  0.198
C 2.405 -1.346 1.531  -0.617
C 3.056 -0.856 0.255  -0.630
H 2.606 -2.387 1.784  0.208
H 2.878 -0.755 2.320  0.206
H 1.320 -1.254 1.551  0.207
H 3.763 -1.524 -0.245  0.215
H 3.310 0.203 0.254  0.210
H 2.339 -0.846 -0.571  0.201

Output
Maximum force in eV/Å: 2.5
Lowest unoccupied orbital energy in Ha: 0.03998
M in u: 74.17
Relative energy (zero: lowest compared OMol25 entry of this formula, charge and spin) in kcal per mole: 19.5

No. 2
DFT (the ωB97M-V functional and the def2-TZVPD basis) results for a structure of composition C28H28AsBIrN3O8S2 at a distorted geometry.

Last column: Löwdin charge in e.
Geometry (Å):
Ir 0.019 -0.182 -0.839  1.199
C 1.832 -6.916 -4.321  -0.036
C 1.961 -5.462 -3.968  -0.250
C 3.111 -4.972 -3.354  -0.016
C 3.224 -3.634 -3.017  -0.040
C 2.171 -2.775 -3.302  -0.292
C 1.018 -3.235 -3.927  -0.055
C 0.925 -4.575 -4.256  -0.019
S 2.287 -1.109 -2.786  0.596
O 1.236 -0.366 -3.453  -0.387
O 3.644 -0.664 -2.864  -0.257
N 1.797 -1.128 -1.211  -0.263
C 2.649 -0.859 -0.108  -0.385
C 3.994 -1.166 0.017  0.005
C 4.611 -0.794 1.199  -0.027
C 3.886 -0.150 2.198  -0.034
C 2.545 0.104 1.981  -0.094
N 1.944 -0.255 0.844  0.049
H 2.735 -7.468 -4.068  0.080
H 1.642 -7.041 -5.387  0.091
H 0.995 -7.367 -3.786  0.090
H 3.933 -5.644 -3.148  0.121
H 4.128 -3.256 -2.559  0.111
H 0.225 -2.544 -4.173  0.093
H 0.037 -4.939 -4.757  0.124
H 4.535 -1.648 -0.781  0.103
H 5.662 -1.004 1.340  0.121
H 4.349 0.144 3.127  0.114
H 1.922 0.588 2.722  0.117
C -1.162 3.445 -0.978  -0.249
As -0.163 2.089 -1.915  0.996
C -0.898 2.126 -3.693  -0.252
C 1.582 2.891 -2.105  -0.254
S -1.745 -1.388 -2.041  0.819
H -0.992 4.394 -1.487  0.046
H -0.826 3.510 0.055  0.045
H -2.219 3.193 -0.999  0.017
H -0.868 3.156 -4.050  0.048
H -1.928 1.775 -3.670  0.036
H -0.301 1.486 -4.337  0.029
H 1.480 3.807 -2.688  0.046
H 2.251 2.202 -2.617  0.026
H 1.978 3.125 -1.118  0.041
O -0.602 0.451 2.907  0.129
C -0.680 -0.417 2.084  -0.538
O -1.027 -0.100 0.811  -0.269
C -0.386 -1.850 2.373  -0.130
C -0.438 -2.866 1.423  -0.018
C -0.101 -4.169 1.757  -0.033
C 0.286 -4.477 3.051  0.023
C 0.318 -3.455 3.983  -0.115
C -0.008 -2.152 3.679  0.076
N 0.730 -3.773 5.369  -0.351
O 0.956 -4.935 5.625  0.094
O 0.821 -2.848 6.146  0.097
H -0.760 -2.657 0.412  0.071
H -0.146 -4.947 1.008  0.116
H 0.556 -5.480 3.347  0.127
H 0.034 -1.381 4.433  0.138
O -4.281 -1.345 -0.838  0.173
B -3.163 -0.637 -1.238  -1.005
O -3.303 0.718 -0.962  0.109
C -4.524 0.833 -0.344  -0.179
C -5.140 1.969 0.147  0.022
C -6.379 1.780 0.735  -0.058
C -6.972 0.512 0.819  -0.056
C -6.348 -0.619 0.322  0.030
C -5.110 -0.420 -0.260  -0.178
H -4.673 2.942 0.094  0.120
H -6.905 2.630 1.147  0.112
H -7.943 0.421 1.284  0.113
H -6.792 -1.602 0.381  0.130

Output
2S+1: 6
Maximum force in eV/Å: 1.1
Lowest unoccupied orbital energy (alpha / beta) in Ha: -0.09649 / -0.24307
M in u: 876.63
<S²>: 8.771
Relative energy (zero: lowest compared OMol25 entry of this formula, charge and spin) in kcal per mole: 5.3
Net charge: +1